# 1
Formula: C3H6O2
Source: the OMol25 dataset
Level of theory: ωB97M-V/def2-TZVPD

Properties
SMILES string   CO[C@H]1CO1
Relative energy (zero: lowest compared OMol25 entry of this formula, charge and spin)   221.0 kJ/mol
HOMO energy   -10.16 eV
Frontier orbital gap   11.27 eV
Total charge   0

XYZ file:
```
11
C3H6O2 ωB97M-V/def2-TZVPD
O 0.78 -0.01 0.22
O -0.87 0.46 -1.43
C -0.52 0.29 -0.09
C 1.01 -1.37 0.56
C -0.78 1.63 -0.59
H 0.40 -1.68 1.43
H -1.69 2.17 -0.32
H 0.81 -2.03 -0.29
H 0.09 2.25 -0.83
H 2.06 -1.44 0.84
H -1.27 -0.26 0.49
```


# 2
Formula: C12H12Br2N4O
Source: the OMol25 dataset
Level of theory: ωB97M-V/def2-TZVPD

Properties
SMILES string   [H]/N=C1\N[C@H]2c3c([nH]c(Br)c3Br)C(=O)[C@@H]3CCC[C@@]32N1
Relative energy (zero: lowest compared OMol25 entry of this formula, charge and spin)   24.5 kJ/mol
HOMO energy   -8.56 eV
Frontier orbital gap   8.43 eV
Total charge   0

XYZ file:
```
31
C12H12Br2N4O ωB97M-V/def2-TZVPD
Br 3.05 3.53 -1.33
Br 0.32 3.70 1.04
O 1.23 -2.04 -1.75
N -0.46 0.39 2.36
N 1.88 0.79 -1.35
N -1.60 -1.50 2.12
N -0.61 -1.04 4.14
C 0.61 -1.39 -0.89
C -2.50 -2.39 -0.91
C -1.24 -3.16 -0.47
C 0.26 0.86 0.11
C 1.87 2.11 -0.88
C -1.35 -1.04 0.74
C 0.87 2.15 0.07
C -2.67 -1.19 0.00
C -0.34 -2.06 0.11
C -0.88 0.40 0.94
C 0.90 0.03 -0.77
C -0.90 -0.72 2.95
H 0.45 0.78 2.61
H -0.14 -0.36 4.73
H -3.48 -1.43 0.73
H -0.83 -3.71 -1.27
H 0.32 -2.53 0.90
H -3.36 -3.06 -0.91
H -2.36 -1.97 -1.93
H -1.52 -3.89 0.29
H -1.58 -2.46 2.43
H 2.59 0.46 -1.98
H -2.97 -0.31 -0.52
H -1.73 1.09 0.85
```


# 3
Formula: C3H9N4
Source: the OMol25 dataset
Level of theory: ωB97M-V/def2-TZVPD

Properties
SMILES string   C=NC[NH+]=C(N)N
Relative energy (zero: lowest compared OMol25 entry of this formula, charge and spin)   112.3 kJ/mol
HOMO energy   -14.36 eV
Frontier orbital gap   11.38 eV
Total charge   +1

XYZ file:
```
16
C3H9N4 ωB97M-V/def2-TZVPD
N -1.56 0.30 -0.30
N 0.08 -0.99 1.31
N 0.92 0.21 -0.42
N 2.37 -0.42 1.26
C 1.12 -0.39 0.78
C -2.47 1.06 -0.73
C -0.36 -0.03 -1.16
H -0.86 -0.44 0.93
H -0.54 0.58 -2.07
H 3.01 0.25 0.93
H 0.11 -1.12 2.30
H -2.44 1.36 -1.77
H 1.66 0.83 -0.66
H 2.63 -1.11 1.97
H -0.27 -1.02 -1.49
H -3.36 1.13 -0.05
```


# 4
Formula: C12H22N
Source: the OMol25 dataset
Level of theory: ωB97M-V/def2-TZVPD

Properties
SMILES string   C=C1CC[N@+]2(CC(C)C)CCC[C@@H]12
Relative energy (zero: lowest compared OMol25 entry of this formula, charge and spin)   213.8 kJ/mol
HOMO energy   -13.09 eV
Frontier orbital gap   10.59 eV
Total charge   +1

XYZ file:
```
35
C12H22N ωB97M-V/def2-TZVPD
N 0.25 0.05 -0.40
C 1.25 -1.09 -0.28
C 2.19 0.93 0.65
C 2.26 -0.61 0.76
C -0.40 0.30 -1.68
C -2.72 -1.33 1.67
C -0.68 1.83 -1.64
C -0.71 -0.12 0.78
C 1.19 1.20 -0.43
C 3.07 1.86 1.09
C -1.43 -1.47 0.82
C 0.24 2.39 -0.59
C -1.81 -2.06 -0.52
H 1.96 1.34 -1.23
H 0.26 0.03 -2.57
H 3.20 -1.00 0.50
H 3.85 1.31 1.54
H -2.26 -3.07 -0.27
H -0.84 -2.10 -1.15
H -0.23 2.69 0.27
H -3.22 -0.48 1.20
H -1.38 -0.19 -1.76
H -0.10 0.06 1.72
H 2.96 2.87 1.00
H -1.71 2.05 -1.44
H -0.83 -2.18 1.35
H -3.25 -2.33 1.57
H -1.50 0.65 0.67
H -2.50 -1.59 -1.13
H 0.82 3.25 -1.06
H -2.43 -1.13 2.67
H -0.45 2.16 -2.65
H 0.90 -2.03 -0.01
H 2.10 -0.93 1.81
H 1.92 -1.25 -1.26
```


Q: Which formula does entry 3 have?
A: C3H9N4


Q: total charge of number 1 (C3H6O2)?
A: 0


Q: Which of these has the highest frontier orbital gap?
A: C3H9N4